# 1
Computed, not measured: a molecular structure, C25H43BrCl2I3NO5S in a non-equilibrium geometry, with ωB97M-V/def2-TZVPD.

Geometry as XYZ:
```
81
C25H43BrCl2I3NO5S | the OMol25 dataset | ωB97M-V/def2-TZVPD
C -4.124 3.442 2.908
C -4.382 2.021 3.411
C -4.723 1.079 2.231
C -4.129 -0.306 2.407
C -2.575 -0.307 2.271
C -2.165 -1.338 1.244
C -0.658 -1.562 0.994
C 0.103 -0.368 0.368
C 0.648 0.651 1.508
I -0.038 2.654 1.255
C 0.508 0.246 3.039
C 1.884 0.078 3.721
I -0.402 1.817 4.265
O -0.988 0.352 -0.289
S -1.099 0.897 -1.763
O -1.800 0.034 -2.674
O -1.800 2.141 -1.612
C 0.610 1.175 -2.428
I 0.756 3.406 -2.392
C 0.615 0.935 -3.945
C -0.513 1.628 -4.737
O 0.076 2.576 -5.648
C -0.775 3.595 -5.976
O -0.587 4.748 -5.628
C 1.766 0.405 -1.583
Cl 2.785 -0.454 -2.843
C 2.810 1.418 -0.959
Br 3.918 2.225 -2.407
C 3.915 0.998 0.038
C 5.063 0.078 -0.378
C 1.212 -0.789 -0.640
C 0.826 -2.114 -1.438
C -0.490 -2.436 -2.155
C -0.790 -3.938 -1.904
Cl -0.450 -2.274 -3.931
N 2.416 -1.275 0.024
C 2.497 -1.864 1.332
C 2.821 -3.386 1.303
H -4.741 3.624 2.033
H -3.083 3.516 2.601
H -4.348 4.212 3.639
H -3.496 1.607 3.890
H -5.200 1.977 4.123
H -5.808 0.961 2.243
H -4.476 1.533 1.273
H -4.559 -1.043 1.730
H -4.392 -0.634 3.413
H -2.193 -0.548 3.257
H -2.310 0.702 1.963
H -2.708 -1.247 0.308
H -2.490 -2.304 1.643
H -0.663 -2.444 0.368
H -0.241 -1.910 1.931
H 1.713 0.725 1.349
H -0.127 -0.586 3.293
H 1.797 0.342 4.767
H 2.212 -0.954 3.712
H 2.627 0.743 3.293
H 1.506 1.423 -4.322
H 0.557 -0.104 -4.223
H -1.006 0.877 -5.354
H -1.293 2.065 -4.122
H -1.613 3.296 -6.624
H 2.306 2.225 -0.441
H 3.520 0.602 0.968
H 4.384 1.937 0.332
H 4.774 -0.802 -0.935
H 5.520 -0.290 0.543
H 5.862 0.598 -0.894
H 1.640 -2.444 -2.068
H 0.838 -2.841 -0.633
H -1.325 -1.932 -1.687
H -1.427 -4.319 -2.692
H 0.144 -4.492 -1.936
H -1.297 -4.075 -0.952
H 3.020 -1.760 -0.613
H 1.658 -1.745 1.993
H 3.345 -1.419 1.863
H 3.234 -3.694 0.350
H 1.905 -3.937 1.513
H 3.497 -3.632 2.115
```

Its frontier orbital gap is 0.284 Eh. The LUMO energy is -0.371 eV. As for the spin multiplicity: 1.

Here are the Löwdin charges for atoms 1 to 4, given in e: number 1, C, carries -0.10; number 2, C, carries -0.26; number 3, C, carries -0.22; number 4, C, carries -0.20


# 2
Computed, not measured: a single C10H10N2 molecule in a non-equilibrium geometry, with ωB97M-V/def2-TZVPD.

Geometry as XYZ:
```
22
C10H10N2 | the OMol25 dataset | ωB97M-V/def2-TZVPD
N -2.305 -1.979 0.236
C -1.540 -0.799 0.094
C -2.200 0.383 -0.345
C -1.614 1.586 -0.284
C -0.232 1.670 -0.050
N 0.536 2.805 0.283
C 0.468 0.517 -0.064
C 1.873 0.662 -0.208
C 2.636 -0.520 -0.198
C 2.057 -1.837 -0.012
C 0.732 -1.892 0.033
C -0.158 -0.842 0.068
H -2.029 -2.929 -0.282
H -3.270 -1.673 -0.086
H -3.317 0.441 -0.380
H -2.161 2.427 0.022
H 1.474 2.684 0.897
H 0.054 3.676 0.439
H 2.179 1.759 -0.314
H 3.793 -0.588 -0.331
H 2.722 -2.625 0.137
H 0.301 -2.929 0.345
```

Its frontier orbital gap is 0.276 Eh. The LUMO energy is 0.580 eV. As for the spin multiplicity: 1.

Here are the natural (NBO) charges for atoms 1 to 4, given in e: number 1, N, carries -0.82; number 2, C, carries 0.16; number 3, C, carries -0.24; number 4, C, carries -0.26


# 3
Computed, not measured: a gas-phase ion, C4H8NOS (charge +1) in a non-equilibrium geometry, with ωB97M-V/def2-TZVPD.

Geometry as XYZ:
```
15
C4H8NOS | the OMol25 dataset | ωB97M-V/def2-TZVPD
C 1.122 1.720 1.484
C 0.279 0.692 1.771
C -0.055 -0.497 0.960
S -0.833 -1.845 1.365
C 0.181 -0.363 -0.640
N -0.890 -1.365 -1.698
O 0.136 0.739 -1.227
H 1.190 2.590 2.265
H 1.800 1.800 0.744
H -0.370 0.665 2.652
H 1.060 -0.889 -1.136
H -1.826 -1.124 -1.513
H -0.454 -1.157 -2.637
H -0.769 -2.309 -1.387
H -0.571 1.343 -1.003
```

The net charge is +1. Its frontier orbital gap is 0.299 Eh. The LUMO energy is -5.203 eV. As for the spin multiplicity: 1.

Here are the natural (NBO) charges for atoms 1 to 4, given in e: number 1, C, carries -0.25; number 2, C, carries -0.31; number 3, C, carries -0.20; number 4, S, carries 0.17


# 4
Computed, not measured: 3 unconnected molecules or ions with the total composition C14H16Br4F4O3 in a non-equilibrium geometry, with ωB97M-V/def2-TZVPD.

Geometry as XYZ:
```
41
C14H16Br4F4O3 | the OMol25 dataset | ωB97M-V/def2-TZVPD
O 0.149 0.738 -0.444
C -0.321 0.021 -1.297
C 0.496 -0.855 -2.185
C 0.130 -0.959 -3.458
C -1.064 -0.161 -3.884
O -1.117 0.439 -4.934
C -2.182 -0.109 -2.879
C -3.597 -0.190 -3.387
C -4.509 0.986 -3.013
O -5.104 0.938 -1.729
C -5.914 -0.168 -1.459
C -7.029 -0.418 -2.465
F -8.006 -1.110 -1.860
F -7.556 0.682 -2.975
F -6.620 -1.203 -3.477
C -1.789 -0.024 -1.613
F -2.635 0.003 -0.588
H 1.344 -1.397 -1.790
H 0.649 -1.572 -4.181
H -3.536 -0.187 -4.476
H -4.002 -1.165 -3.110
H -3.892 1.883 -3.006
H -5.243 1.128 -3.810
H -6.393 0.023 -0.501
H -5.340 -1.094 -1.363
Br 4.352 -0.412 3.433
C 3.456 -2.039 2.860
C 2.949 -1.924 1.446
Br 1.343 -0.830 1.305
H 2.660 -2.230 3.572
H 4.206 -2.823 2.935
H 2.663 -2.905 1.072
H 3.681 -1.478 0.780
Br 6.666 2.584 3.662
C 6.522 2.540 5.599
C 7.849 2.266 6.254
Br 8.354 0.395 6.107
H 5.775 1.791 5.841
H 6.155 3.524 5.884
H 7.793 2.468 7.321
H 8.656 2.844 5.815
```

Its frontier orbital gap is 0.319 Eh. The LUMO energy is -1.067 eV. As for the spin multiplicity: 1.

Here are the natural (NBO) charges for atoms 1 to 4, given in e: number 1, O, carries -0.47; number 2, C, carries 0.47; number 3, C, carries -0.24; number 4, C, carries -0.23


# 5
Computed, not measured: 2 unconnected molecules or ions with the total composition C5H13NO3 in a non-equilibrium geometry, with ωB97M-V/def2-TZVPD.

Geometry as XYZ:
```
22
C5H13NO3 | the OMol25 dataset | ωB97M-V/def2-TZVPD
C 3.140 3.365 -0.616
N 2.196 2.394 -0.072
C 1.073 1.890 -0.612
O 0.732 1.932 -1.841
C 0.115 1.108 0.411
C -0.383 -0.233 -0.201
O -0.982 -1.075 0.734
C -1.605 -2.284 0.163
H 2.883 3.692 -1.637
H 4.158 2.939 -0.628
H 3.136 4.246 0.047
H 2.357 2.092 0.892
H 0.676 0.765 1.302
H -0.781 1.652 0.767
H 0.510 -0.799 -0.529
H -1.014 -0.053 -1.093
H -2.466 -1.926 -0.426
H -1.975 -2.965 0.948
H -0.933 -2.850 -0.504
O -3.756 -4.998 1.038
H -2.815 -4.726 0.941
H -4.268 -4.166 0.918
```

Its frontier orbital gap is 0.383 Eh. The LUMO energy is 0.736 eV. As for the spin multiplicity: 1.

Here are the natural (NBO) charges for atoms 1 to 4, given in e: number 1, C, carries -0.42; number 2, N, carries -0.60; number 3, C, carries 0.68; number 4, O, carries -0.65


# 6
Computed, not measured: 14 unconnected molecules or ions with the total composition C68H166F6N18O16P6 in a non-equilibrium geometry, with ωB97M-V/def2-TZVPD.

Geometry as XYZ:
```
280
C68H166F6N18O16P6 | the OMol25 dataset | ωB97M-V/def2-TZVPD
C 3.656 -6.526 -2.201
C 2.463 -5.897 -1.475
O 2.303 -6.373 -0.088
C 2.955 -5.744 0.853
O 3.786 -4.924 0.693
C 2.681 -6.349 2.205
F 3.397 -5.788 3.191
F 1.417 -6.207 2.575
F 2.993 -7.658 2.337
H 4.626 -6.252 -1.799
H 3.736 -6.180 -3.208
H 3.579 -7.610 -2.206
H 1.495 -6.070 -1.951
H 2.644 -4.814 -1.472
C 1.705 -1.332 6.403
C 0.816 -2.072 5.406
O -0.556 -1.663 5.664
C -1.083 -2.174 6.749
O -0.555 -2.884 7.578
C -2.474 -1.482 7.099
F -3.254 -1.616 5.947
F -3.125 -2.069 8.109
F -2.313 -0.123 7.318
H 1.570 -0.267 6.213
H 2.727 -1.598 6.259
H 1.586 -1.499 7.455
H 1.040 -3.109 5.518
H 1.025 -1.812 4.399
O 3.325 3.553 -1.192
P 2.364 4.662 -1.079
N 1.176 4.349 0.108
C 0.045 5.286 0.274
C 1.676 3.799 1.362
N 1.373 4.903 -2.464
C 2.064 5.459 -3.653
C 0.460 3.851 -2.861
N 3.207 6.153 -0.936
C 4.641 6.139 -0.631
C 2.537 7.403 -0.598
H -0.773 4.746 0.693
H -0.323 5.753 -0.599
H 0.317 6.069 1.028
H 0.883 3.394 1.975
H 2.189 4.420 2.065
H 2.348 2.990 1.148
H 1.292 5.766 -4.405
H 2.712 6.333 -3.355
H 2.733 4.676 -4.042
H 0.078 4.114 -3.827
H 0.902 2.813 -2.957
H -0.368 3.777 -2.117
H 5.118 5.284 -1.056
H 5.028 7.080 -1.008
H 4.880 6.260 0.441
H 3.012 8.279 -1.046
H 2.543 7.640 0.446
H 1.544 7.364 -0.973
O 2.483 -5.684 -4.974
P 1.591 -4.542 -5.286
N 1.080 -4.744 -6.915
C 1.909 -5.589 -7.801
C 0.039 -4.098 -7.674
N 2.097 -2.991 -5.149
C 2.469 -2.339 -3.882
C 2.359 -2.188 -6.339
N 0.210 -4.477 -4.340
C -0.274 -5.700 -3.818
C -0.765 -3.425 -4.159
H 1.282 -6.353 -8.182
H 2.673 -6.073 -7.222
H 2.424 -4.968 -8.571
H -0.478 -4.829 -8.289
H 0.455 -3.373 -8.440
H -0.707 -3.588 -7.079
H 1.835 -1.463 -3.744
H 2.259 -3.010 -3.047
H 3.507 -2.117 -3.868
H 2.625 -1.207 -6.017
H 3.264 -2.453 -6.869
H 1.492 -2.209 -7.065
H -1.170 -6.037 -4.308
H 0.457 -6.492 -3.961
H -0.556 -5.625 -2.758
H -1.131 -3.422 -3.164
H -1.616 -3.427 -4.845
H -0.252 -2.451 -4.379
O 5.025 -1.084 -5.268
P 5.705 0.219 -5.425
N 5.023 1.537 -4.518
C 4.211 1.170 -3.311
C 4.770 2.849 -5.085
N 5.885 0.781 -6.962
C 7.027 0.554 -7.764
C 4.619 0.863 -7.734
N 7.274 0.152 -4.792
C 7.488 -0.949 -3.860
C 7.889 1.440 -4.464
H 4.425 0.121 -2.997
H 3.152 1.116 -3.526
H 4.276 1.825 -2.490
H 3.805 2.944 -5.650
H 5.537 3.086 -5.892
H 4.792 3.600 -4.300
H 7.309 1.496 -8.245
H 7.904 0.227 -7.215
H 6.805 -0.180 -8.543
H 3.750 0.969 -7.040
H 4.677 1.692 -8.412
H 4.462 -0.050 -8.359
H 6.902 -0.789 -2.937
H 7.257 -1.959 -4.335
H 8.538 -0.913 -3.570
H 7.891 2.199 -5.243
H 8.973 1.207 -4.295
H 7.485 1.895 -3.530
O 1.535 2.495 4.250
P 0.796 3.140 5.361
N -0.842 2.821 5.251
C -1.987 3.431 5.950
C -1.223 1.649 4.373
N 0.852 4.881 5.450
C 0.230 5.709 4.409
C 2.026 5.472 6.104
N 1.431 2.605 6.814
C 0.822 2.759 8.160
C 2.882 2.382 6.792
H -2.304 2.736 6.753
H -2.826 3.665 5.261
H -1.689 4.390 6.292
H -2.112 2.021 3.894
H -1.418 0.738 4.923
H -0.457 1.544 3.632
H -0.591 5.140 3.828
H -0.160 6.599 4.863
H 0.894 5.909 3.542
H 2.932 5.596 5.444
H 1.741 6.471 6.473
H 2.417 4.914 6.962
H -0.237 2.498 8.061
H 1.327 2.146 8.874
H 0.785 3.804 8.542
H 3.089 1.358 6.670
H 3.361 2.655 7.731
H 3.426 2.901 6.027
O -8.154 -0.633 1.759
P -6.928 -0.977 2.484
N -5.559 -0.849 1.474
C -5.618 0.199 0.422
C -4.272 -0.957 2.136
N -6.676 -2.509 3.142
C -6.111 -3.617 2.290
C -7.640 -2.838 4.174
N -6.786 0.055 3.846
C -7.884 0.932 4.156
C -5.873 -0.107 4.927
H -6.599 0.306 0.004
H -4.910 0.017 -0.378
H -5.342 1.162 0.926
H -3.906 0.049 2.518
H -3.453 -1.377 1.490
H -4.283 -1.607 2.982
H -6.820 -3.915 1.568
H -5.232 -3.268 1.771
H -5.904 -4.538 2.910
H -7.689 -1.999 4.861
H -8.663 -3.064 3.794
H -7.240 -3.652 4.790
H -8.461 1.086 3.276
H -8.506 0.649 5.019
H -7.420 1.902 4.363
H -4.969 -0.590 4.611
H -6.305 -0.625 5.801
H -5.586 0.932 5.303
O -0.189 -1.410 -2.188
P 0.094 -1.118 -0.728
N 0.089 -2.474 0.194
C 0.413 -2.472 1.670
C -0.649 -3.657 -0.236
N -1.044 0.036 -0.115
C -1.713 1.072 -0.885
C -0.917 0.453 1.282
N 1.580 -0.448 -0.346
C 1.684 0.937 -0.813
C 2.756 -1.294 -0.590
H 0.875 -3.420 1.893
H -0.523 -2.393 2.211
H 1.065 -1.651 2.010
H -0.035 -4.519 -0.225
H -1.003 -3.492 -1.242
H -1.495 -3.845 0.445
H -1.078 1.940 -0.934
H -1.896 0.691 -1.900
H -2.662 1.308 -0.426
H -1.887 0.788 1.682
H -0.489 -0.305 1.909
H -0.316 1.353 1.284
H 1.008 1.529 -0.310
H 2.717 1.211 -0.685
H 1.730 1.015 -1.875
H 2.739 -2.219 0.058
H 3.596 -0.702 -0.235
H 2.880 -1.615 -1.627
C -1.868 -6.933 5.569
C -2.289 -6.375 4.186
C -2.486 -4.931 4.516
O -1.421 -4.672 5.465
C -0.976 -5.838 6.095
H -1.331 -7.875 5.408
H -2.695 -7.080 6.283
H -3.189 -6.817 3.781
H -1.559 -6.564 3.411
H -3.410 -4.747 5.024
H -2.362 -4.179 3.698
H -0.981 -5.743 7.194
H 0.090 -6.081 5.791
C -4.790 3.710 2.825
C -4.788 5.022 3.537
C -3.467 5.707 3.077
O -2.630 4.585 2.720
C -3.508 3.726 2.015
H -5.691 3.604 2.261
H -4.817 2.851 3.504
H -4.694 4.911 4.628
H -5.698 5.667 3.402
H -2.898 6.382 3.720
H -3.580 6.143 2.099
H -3.020 2.733 1.998
H -3.661 4.130 1.014
C -3.977 -1.670 -2.191
C -5.034 -2.536 -1.565
C -5.707 -3.212 -2.808
O -4.608 -3.380 -3.652
C -3.975 -2.111 -3.705
H -2.952 -1.772 -1.845
H -4.172 -0.526 -2.158
H -5.820 -2.066 -0.948
H -4.647 -3.301 -0.894
H -6.475 -2.559 -3.238
H -6.181 -4.168 -2.661
H -4.660 -1.456 -4.292
H -2.982 -2.048 -4.172
C -4.829 3.698 -3.003
C -5.141 4.125 -1.589
C -4.168 5.250 -1.486
O -2.940 4.734 -1.966
C -3.302 4.060 -3.200
H -5.463 4.267 -3.712
H -5.081 2.669 -3.164
H -4.938 3.387 -0.853
H -6.142 4.523 -1.358
H -4.003 5.471 -0.428
H -4.500 6.210 -1.934
H -2.675 3.174 -3.328
H -3.144 4.732 -4.043
C 0.639 0.781 -6.751
C -0.565 -0.108 -6.490
C -1.086 0.375 -5.128
O -0.217 1.395 -4.710
C 1.004 1.274 -5.368
H 0.445 1.618 -7.414
H 1.436 0.282 -7.255
H -0.177 -1.122 -6.371
H -1.301 -0.084 -7.340
H -1.161 -0.487 -4.442
H -2.050 0.792 -5.367
H 1.587 0.481 -4.869
H 1.632 2.181 -5.357
C 5.355 -1.295 2.752
C 4.648 -0.123 3.231
C 3.256 -0.703 3.176
O 3.238 -2.053 3.670
C 4.585 -2.492 3.488
H 6.439 -1.361 3.028
H 5.263 -1.353 1.650
H 4.685 0.813 2.691
H 4.917 0.014 4.285
H 2.919 -0.729 2.104
H 2.541 -0.053 3.725
H 4.604 -3.378 2.860
H 5.116 -2.752 4.388
```

Its frontier orbital gap is 0.319 Eh. The LUMO energy is 0.505 eV. As for the spin multiplicity: 1.

Here are the Löwdin charges for atoms 1 to 4, given in e: number 1, C, carries -0.05; number 2, C, carries -0.15; number 3, O, carries 0.05; number 4, C, carries -0.45


# 7
Computed, not measured: a molecular structure, C3H4Li2O3 in a non-equilibrium geometry, with ωB97M-V/def2-TZVPD.

Geometry as XYZ:
```
12
C3H4Li2O3 | the OMol25 dataset | ωB97M-V/def2-TZVPD
O 1.027 1.258 0.504
C 1.604 0.696 -0.447
C 3.002 0.833 -0.670
H -1.445 -1.384 0.094
H 0.999 0.271 -1.268
H 3.579 1.542 -0.074
H 3.469 0.339 -1.522
Li -0.804 1.452 0.974
O -2.211 0.288 1.004
C -2.336 -0.890 0.587
O -3.410 -1.522 0.538
Li -3.474 -2.883 0.282
```

As for the expectation value of S²: 0.763. The net charge is +1. Its frontier orbital gap (alpha / beta) is 0.382 / 0.320 Eh. The LUMO energy (alpha / beta) is -3.523 / -5.638 eV. As for the spin multiplicity: 2.

Here are the natural (NBO) charges for atoms 1 to 4, given in e: number 1, O, carries -0.64; number 2, C, carries 0.28; number 3, C, carries -0.20; number 4, H, carries 0.06


# 8
Computed, not measured: a molecular structure, C2H4NP in a non-equilibrium geometry, with ωB97M-V/def2-TZVPD.

Geometry as XYZ:
```
8
C2H4NP | the OMol25 dataset | ωB97M-V/def2-TZVPD
C -0.339 0.734 -0.048
C -0.073 -0.854 -0.012
N 1.396 0.949 0.098
P 1.781 -0.520 -0.057
H -0.805 1.142 -1.043
H -0.940 1.100 0.723
H -0.333 -1.208 1.018
H -0.686 -1.342 -0.678
```

Its frontier orbital gap is 0.345 Eh. The LUMO energy is 0.226 eV. As for the spin multiplicity: 1.

Here are the natural (NBO) charges for atoms 1 to 4, given in e: number 1, C, carries -0.20; number 2, C, carries -0.77; number 3, N, carries -0.86; number 4, P, carries 1.00